1.
A structure of composition C21H18BrNO5Rh, computed with the ωB97M-V functional and the def2-TZVPD basis.

```
47
Properties=species:S:1:pos:R:3
Rh 0.315 -0.113 -0.028
O -2.331 3.567 3.869
C -1.687 2.777 2.970
C -1.215 3.264 1.755
C -0.569 2.393 0.901
N -0.398 1.128 1.247
C -0.867 0.620 2.388
C -1.520 1.427 3.288
C -0.674 -0.891 2.521
O -0.989 -1.437 3.565
O -0.183 -1.457 1.463
C -0.063 2.717 -0.506
O -0.083 3.884 -0.873
O 0.321 1.680 -1.159
H -2.385 4.461 3.516
H -1.339 4.294 1.442
H -1.904 1.006 4.207
Br 2.286 -0.352 -2.411
C 1.122 -1.456 -3.415
C 1.539 -1.816 -4.661
C 0.725 -2.644 -5.459
C -0.470 -3.080 -4.971
C -0.909 -2.711 -3.674
C -2.150 -3.184 -3.188
C -2.553 -2.852 -1.929
C -1.739 -2.036 -1.116
C -0.538 -1.502 -1.527
C -0.111 -1.867 -2.842
H 2.494 -1.467 -5.030
H 1.057 -2.928 -6.451
H -1.110 -3.722 -5.567
H -2.756 -3.817 -3.827
H -3.497 -3.222 -1.542
H -2.092 -1.839 -0.108
C 4.267 -0.243 1.883
C 3.190 -0.583 0.850
C 2.824 -2.062 0.943
C 1.992 0.340 1.072
H 5.159 -0.857 1.726
H 3.899 -0.435 2.895
H 4.562 0.807 1.824
H 3.616 -0.398 -0.134
H 2.401 -2.291 1.924
H 3.709 -2.686 0.790
H 2.075 -2.333 0.199
H 2.280 1.379 0.886
H 1.707 0.261 2.130
```

Kohn-Sham gap   7.1 eV
Molecular weight   547.19 g mol⁻¹
Charge   -1
Lowest unoccupied orbital energy   2.404 eV

***

2.
A cluster of 10 separate species, C21H18Cl36O5 in total at a distorted geometry, computed with the ωB97M-V functional and the def2-TZVPD basis.

```
80
Properties=species:S:1:pos:R:3
C 3.737 0.433 2.538
C 3.858 0.938 1.467
C 4.206 1.505 0.170
C 3.512 0.845 -1.021
C 2.108 1.378 -1.233
O 1.379 0.425 -2.010
C 0.059 0.395 -1.780
O -0.597 1.370 -1.520
O -0.407 -0.838 -1.967
C -1.555 -1.179 -1.168
C -2.876 -0.699 -1.744
C -3.987 -0.785 -0.681
C -3.833 0.340 0.307
O -3.308 0.118 1.371
O -4.293 1.571 -0.011
C -3.424 2.645 0.414
C -2.927 3.452 -0.779
H 3.760 -0.018 3.506
H 5.277 1.366 0.050
H 4.005 2.575 0.170
H 4.101 0.990 -1.920
H 3.433 -0.222 -0.835
H 2.163 2.327 -1.759
H 1.636 1.538 -0.268
H -1.430 -0.870 -0.135
H -1.577 -2.264 -1.160
H -2.828 0.323 -2.100
H -3.151 -1.349 -2.568
H -3.890 -1.694 -0.100
H -4.927 -0.813 -1.225
H -3.990 3.287 1.079
H -2.570 2.268 0.958
H -2.915 2.820 -1.657
H -3.555 4.315 -0.973
H -1.902 3.764 -0.625
C -4.953 2.757 -4.462
Cl -3.289 2.461 -4.968
Cl -5.221 1.899 -2.941
Cl -5.206 4.485 -4.214
Cl -6.069 2.170 -5.699
C -6.599 -2.465 -3.576
Cl -7.175 -2.794 -5.211
Cl -7.871 -2.840 -2.411
Cl -5.183 -3.470 -3.238
Cl -6.157 -0.756 -3.438
C 5.109 0.399 7.078
Cl 6.071 1.812 7.498
Cl 6.109 -1.052 7.145
Cl 3.767 0.249 8.217
Cl 4.466 0.597 5.436
C 6.199 4.904 10.652
Cl 7.923 4.590 10.429
Cl 5.893 5.342 12.335
Cl 5.704 6.231 9.597
Cl 5.284 3.456 10.236
C 1.101 -3.711 2.460
Cl 1.931 -2.154 2.502
Cl 1.764 -4.770 3.710
Cl -0.620 -3.469 2.756
Cl 1.332 -4.451 0.873
C 1.874 5.446 7.979
Cl 1.939 5.940 9.673
Cl 2.614 6.696 6.973
Cl 2.753 3.932 7.775
Cl 0.191 5.222 7.496
C -0.313 2.210 -7.677
Cl -0.328 3.931 -8.067
Cl -1.829 1.474 -8.199
Cl 1.035 1.429 -8.506
Cl -0.124 2.006 -5.932
C 1.066 -7.801 -1.773
Cl -0.019 -8.327 -3.060
Cl 0.284 -8.021 -0.205
Cl 2.554 -8.748 -1.829
Cl 1.449 -6.092 -2.004
C -0.229 -7.754 -7.319
Cl 1.343 -7.367 -6.616
Cl -0.886 -6.326 -8.120
Cl -0.048 -9.059 -8.492
Cl -1.332 -8.265 -6.037
```

Kohn-Sham gap   10.2 eV
SMILES string   C#CCCCOC(=O)OCCCC(=O)OCC.ClC(Cl)(Cl)Cl.ClC(Cl)(Cl)Cl.ClC(Cl)(Cl)Cl.ClC(Cl)(Cl)Cl.ClC(Cl)(Cl)Cl.ClC(Cl)(Cl)Cl.ClC(Cl)(Cl)Cl.ClC(Cl)(Cl)Cl.ClC(Cl)(Cl)Cl
Molecular weight   1626.68 g mol⁻¹
Lowest unoccupied orbital energy   0.041 eV

***

3.
A cluster of 2 separate species, C21H18ClNO2 in total at a distorted geometry, computed with the ωB97M-V functional and the def2-TZVPD basis.

```
43
Properties=species:S:1:pos:R:3
O 2.751 -1.252 -1.978
C 2.287 -0.276 -1.814
N 2.531 0.456 -0.610
H 2.054 1.390 -0.661
C 3.096 -0.149 0.310
C 1.894 -0.093 1.366
C 1.084 -1.168 1.354
C 0.173 -1.498 2.265
C -0.214 -0.398 3.069
C 0.388 0.756 3.042
C 1.638 0.984 2.423
H 2.279 1.835 2.280
H 0.123 1.505 3.519
H -1.199 -0.441 3.805
Cl -0.777 -2.966 2.226
H 1.432 -2.033 0.824
H 3.398 -0.974 0.111
H 3.795 0.734 0.858
C 1.538 0.428 -2.797
O 0.116 0.642 -2.471
C -0.137 1.248 -1.481
C 0.220 2.791 -1.166
C -0.223 3.384 -0.048
C -1.191 2.944 0.786
C -1.359 1.334 0.631
C -1.190 0.652 -0.503
C -1.750 -0.683 -0.888
C -0.784 -1.748 -0.905
C -1.395 -2.870 -1.206
C -2.785 -3.216 -0.953
C -3.466 -2.214 -0.522
C -2.931 -0.974 -0.565
H -3.707 -0.086 -0.215
H -4.609 -2.375 -0.577
H -3.103 -4.222 -1.096
H -0.668 -3.794 -1.214
H 0.308 -1.696 -1.249
H -2.458 1.238 1.292
H -1.463 3.370 1.615
H 0.179 4.501 0.070
H 0.704 3.091 -1.961
H 1.852 1.816 -3.060
H 1.571 0.028 -3.905
```

Kohn-Sham gap   8.0 eV
Molecular weight   351.83 g mol⁻¹
Lowest unoccupied orbital energy   0.195 eV

***

4.
A cluster of 4 separate species, C21H18F24NO8P in total, computed with the ωB97M-V functional and the def2-TZVPD basis.

```
73
Properties=species:S:1:pos:R:3
C -0.645 1.449 -6.041
P 0.643 0.752 -7.156
C 0.616 -1.011 -6.664
C 2.110 1.390 -6.308
C 3.107 0.819 -5.613
O 3.298 -0.463 -5.287
N 4.725 -0.918 -5.708
O 5.222 -1.465 -4.850
C 4.051 1.884 -5.148
O 4.925 1.802 -4.350
O 3.682 3.053 -5.763
C 2.410 2.849 -6.302
O 1.732 3.762 -6.644
H -0.402 1.195 -5.009
H -1.622 1.049 -6.306
H -0.624 2.533 -6.149
H -0.278 -1.446 -7.115
H 0.531 -1.127 -5.583
H 1.503 -1.535 -7.012
C -0.736 -0.619 -0.942
C -1.273 -0.527 -2.372
C -2.715 -0.969 -2.640
F -2.903 -2.259 -2.300
F -2.961 -0.840 -3.964
F -0.433 -1.145 -3.230
F -1.263 0.807 -2.683
O 0.037 -1.749 -0.589
C -0.517 -2.917 -0.168
C -0.220 -4.088 -1.116
F -0.598 -3.788 -2.373
F -0.919 -5.166 -0.700
F -1.834 -2.801 0.083
F 0.077 -3.233 1.015
H -0.030 0.207 -0.866
H -1.518 -0.424 -0.212
H -3.415 -0.337 -2.087
H 0.848 -4.313 -1.100
C -2.498 4.659 1.593
C -1.709 5.357 2.707
C -0.191 5.498 2.536
F 0.398 4.293 2.404
F 0.309 6.098 3.637
F -1.994 4.801 3.898
F -2.173 6.644 2.725
O -2.810 3.289 1.768
C -1.963 2.290 1.416
C -1.475 1.459 2.617
F -0.915 2.244 3.548
F -0.548 0.579 2.167
F -0.938 2.723 0.664
F -2.669 1.415 0.639
H -3.470 5.149 1.607
H -2.057 4.855 0.615
H 0.038 6.114 1.663
H -2.313 0.913 3.054
C -0.025 -2.873 4.317
C 0.814 -4.106 4.670
C 0.512 -4.838 5.982
F 0.653 -4.021 7.044
F 1.385 -5.861 6.115
F 2.127 -3.814 4.595
F 0.538 -5.024 3.694
O 0.501 -1.595 4.617
C 0.354 -1.002 5.833
C 1.694 -0.797 6.560
F 2.369 -1.956 6.661
F 1.441 -0.334 7.804
F -0.539 -1.642 6.609
F -0.136 0.245 5.609
H -0.067 -2.885 3.231
H -1.051 -2.980 4.674
H -0.503 -5.243 5.966
H 2.298 -0.069 6.014
```

Kohn-Sham gap   7.5 eV
SMILES string   FC(F)C(F)(F)COC(F)(F)C(F)F.FC(F)C(F)(F)COC(F)(F)C(F)F.FC(F)C(F)(F)COC(F)(F)C(F)F.CP(C)C1=C(ON=O)C(=O)OC1=O
Molecular weight   899.30 g mol⁻¹
Lowest unoccupied orbital energy   -1.340 eV

***

5.
A structure of composition C21H18F6N5O3PTi, computed with the ωB97M-V functional and the def2-TZVPD basis.

```
55
Properties=species:S:1:pos:R:3
Ti -0.094 0.157 -0.127
O -3.242 -2.543 0.021
C -2.287 -1.846 -0.275
N -1.299 -1.381 0.523
C -1.033 -1.954 1.774
C -1.642 -3.074 2.330
C -1.193 -3.545 3.556
C -0.157 -2.910 4.224
C 0.454 -1.790 3.676
C 0.012 -1.316 2.447
N 0.428 -0.132 1.805
C 1.579 0.500 2.189
O 2.526 0.031 2.797
C 1.539 1.944 1.789
C 2.373 2.887 2.350
C 2.145 4.221 2.039
C 1.100 4.536 1.189
C 0.341 3.512 0.637
N 0.565 2.235 0.927
C -2.003 -1.541 -1.719
C -2.834 -2.031 -2.708
C -2.438 -1.903 -4.026
C -1.213 -1.317 -4.295
C -0.461 -0.824 -3.247
N -0.849 -0.910 -1.972
H -2.461 -3.551 1.817
H -1.666 -4.414 3.995
H 0.182 -3.283 5.182
H 1.265 -1.301 4.191
H 3.151 2.561 3.026
H 2.763 5.000 2.466
H 0.865 5.560 0.938
H -0.460 3.724 -0.055
H -3.751 -2.514 -2.404
H -3.061 -2.270 -4.830
H -0.840 -1.222 -5.305
H 0.484 -0.346 -3.445
N 3.446 -2.139 -0.417
C 2.501 -1.205 -0.525
O 1.315 -1.476 -0.286
C 2.851 0.196 -0.934
C 1.556 0.904 -1.325
H 3.202 -3.030 -0.014
H 4.416 -1.901 -0.521
H 3.610 0.174 -1.722
H 3.324 0.668 -0.065
H 1.359 0.753 -2.384
H 1.659 1.981 -1.201
F -1.560 1.379 -0.591
P -2.656 2.370 -1.806
F -1.325 3.189 -2.146
F -3.800 1.388 -1.319
F -2.221 1.302 -2.904
F -2.891 3.299 -0.545
F -3.571 3.197 -2.776
```

Kohn-Sham gap   7.0 eV
Molecular weight   581.24 g mol⁻¹
Lowest unoccupied orbital energy   -0.593 eV

***

6.
A structure of composition C21H18F6N5O3PTi, computed with the ωB97M-V functional and the def2-TZVPD basis.

```
55
Properties=species:S:1:pos:R:3
Ti 0.139 0.137 -0.179
O 2.103 -2.936 -2.119
C 1.795 -1.972 -1.445
N 0.700 -1.772 -0.674
C -0.101 -2.826 -0.211
C 0.166 -4.188 -0.316
C -0.693 -5.095 0.285
C -1.807 -4.652 0.988
C -2.071 -3.296 1.102
C -1.215 -2.381 0.502
N -1.391 -0.984 0.435
C -2.255 -0.377 1.318
O -2.601 -0.785 2.410
C -2.821 0.879 0.739
C -3.991 1.427 1.226
C -4.550 2.489 0.534
C -3.909 2.939 -0.607
C -2.713 2.349 -0.994
N -2.164 1.340 -0.322
C 2.732 -0.798 -1.330
C 3.919 -0.790 -2.042
C 4.826 0.218 -1.783
C 4.508 1.160 -0.811
C 3.277 1.104 -0.196
N 2.377 0.150 -0.462
H 1.024 -4.520 -0.878
H -0.492 -6.154 0.198
H -2.476 -5.363 1.454
H -2.930 -2.958 1.661
H -4.443 0.996 2.108
H -5.475 2.941 0.867
H -4.319 3.742 -1.204
H -2.190 2.695 -1.868
H 4.087 -1.587 -2.751
H 5.767 0.267 -2.314
H 5.193 1.954 -0.547
H 3.000 1.857 0.525
N 0.846 -0.234 4.004
C 0.639 0.199 2.757
O 0.853 -0.540 1.786
C 0.151 1.597 2.523
C 0.311 1.911 1.041
H 1.034 -1.213 4.145
H 0.574 0.325 4.792
H 0.677 2.288 3.189
H -0.902 1.616 2.822
H 1.280 2.364 0.839
H -0.430 2.632 0.702
F -0.079 0.738 -2.087
P 0.600 2.046 -3.204
F -0.309 3.083 -2.396
F 1.460 0.865 -3.824
F 1.729 2.269 -2.084
F -0.627 1.696 -4.142
F 1.191 3.147 -4.161
```

Kohn-Sham gap   7.0 eV
Molecular weight   581.24 g mol⁻¹
Lowest unoccupied orbital energy   -0.720 eV

***

7.
A structure of composition C21H18FHfN2O4S3, computed with the ωB97M-V functional and the def2-TZVPD basis.

```
50
Properties=species:S:1:pos:R:3
Hf -0.758 2.206 1.076
O -2.741 1.465 2.109
C -2.905 1.598 3.537
C -1.749 2.357 4.134
C -1.611 2.475 5.507
C -0.524 3.165 6.009
C 0.399 3.722 5.131
C 0.191 3.561 3.782
N -0.859 2.881 3.291
H -3.440 1.959 1.652
H -2.959 0.594 3.954
H -3.849 2.103 3.742
H -2.344 2.029 6.167
H -0.391 3.267 7.078
H 1.262 4.268 5.482
H 0.881 3.971 3.053
C 3.801 -1.869 -2.918
C 2.595 -2.729 -2.574
C 2.011 -3.369 -3.819
C 0.753 -4.149 -3.500
C -0.262 -3.235 -2.881
C -1.608 -3.415 -3.063
C -2.530 -2.545 -2.469
F -3.826 -2.782 -2.690
C -2.152 -1.493 -1.697
C -0.774 -1.296 -1.483
C -0.327 -0.215 -0.654
O -1.205 0.620 -0.186
C 1.033 -0.138 -0.346
C 1.905 -0.976 -1.017
N 1.526 -1.911 -1.876
C 0.165 -2.147 -2.084
C 1.652 0.753 0.698
O 2.794 1.104 0.651
O 0.794 1.056 1.698
H 4.439 -2.437 -3.595
H 4.412 -1.600 -2.059
H 3.495 -0.957 -3.434
H 2.872 -3.508 -1.859
H 2.778 -4.017 -4.242
H 1.806 -2.589 -4.559
H 0.989 -4.958 -2.801
H 0.334 -4.614 -4.391
H -1.976 -4.233 -3.670
H -2.879 -0.828 -1.257
H 2.965 -0.868 -0.848
S -1.236 5.586 -1.907
C -1.066 4.501 -0.737
S -2.347 4.076 0.424
S 0.463 3.562 -0.560
```

Kohn-Sham gap   6.9 eV
Molecular weight   656.07 g mol⁻¹
Charge   +1
Lowest unoccupied orbital energy   -3.437 eV

***

8.
A cluster of 2 separate species, C21H18NO4 in total at a distorted geometry, computed with the ωB97M-V functional and the def2-TZVPD basis.

```
44
Properties=species:S:1:pos:R:3
C 3.999 -1.606 1.280
C 2.617 -1.832 1.294
C 1.768 -0.752 1.508
C 2.281 0.536 1.727
C 3.651 0.775 1.713
C 4.515 -0.301 1.481
C 1.169 1.492 1.963
O 1.260 2.680 2.266
C -0.082 0.700 1.817
C -1.307 1.278 1.797
C -2.561 0.575 1.753
C -2.802 -0.556 2.575
C -4.019 -1.226 2.516
C -4.999 -0.824 1.592
C -4.795 0.325 0.812
C -3.598 1.030 0.902
C 0.275 -0.725 1.534
O -0.462 -1.686 1.347
H 4.694 -2.436 1.121
H 2.201 -2.829 1.150
H 4.013 1.789 1.885
H 5.598 -0.140 1.465
H -1.338 2.366 1.725
H -2.031 -0.869 3.282
H -4.188 -2.083 3.175
H -5.923 -1.395 1.491
H -5.557 0.664 0.107
H -3.416 1.936 0.314
O -2.665 1.170 7.726
C -3.285 0.896 6.711
C -2.591 1.741 5.384
C -2.323 3.241 5.623
C -0.792 3.378 5.496
C -0.225 1.923 5.497
N -1.368 1.089 5.281
O -4.208 0.230 6.252
H -3.286 1.577 4.549
H -2.844 3.824 4.858
H -2.636 3.542 6.631
H -0.503 3.841 4.540
H -0.372 3.940 6.336
H 0.510 1.811 4.685
H 0.278 1.714 6.465
H -1.289 0.082 5.409
```

Kohn-Sham gap   3.9 eV
Molecular weight   348.38 g mol⁻¹
Charge   -1
Lowest unoccupied orbital energy   1.344 eV

***

9.
The molecule C21H18O3 at a distorted geometry, computed with the ωB97M-V functional and the def2-TZVPD basis.

```
42
Properties=species:S:1:pos:R:3
O -0.071 -3.398 -2.404
O -3.226 2.603 -0.745
O -4.235 3.832 1.529
C -1.171 1.980 1.859
C -2.242 2.766 2.244
C 4.158 -2.049 1.342
C -2.885 -0.516 -0.417
C 3.781 -3.146 0.452
C -2.611 0.624 0.385
C 3.213 -1.055 1.651
C -1.912 -1.465 -0.615
C -1.366 0.786 1.026
C 2.473 -3.149 -0.045
C 0.943 -0.140 1.399
C 0.348 -2.336 -0.249
C 1.908 -1.123 1.137
C -0.358 -0.205 0.806
C -0.620 -1.327 -0.031
C 1.586 -2.186 0.309
C 4.717 -4.242 0.103
C 1.768 -4.096 -0.974
C 0.318 -3.601 -1.054
C -3.618 1.740 0.366
C -3.638 2.539 1.677
H 0.472 -2.691 -2.775
H -2.291 2.828 -0.603
H -4.162 4.105 0.585
H -0.183 2.252 2.214
H -2.042 3.686 2.761
H 5.195 -1.963 1.713
H -3.822 -0.638 -0.959
H 3.490 -0.219 2.294
H -2.146 -2.284 -1.296
H 1.178 0.640 2.101
H 5.733 -3.823 -0.010
H 4.421 -4.762 -0.822
H 4.695 -4.971 0.897
H 1.848 -5.104 -0.581
H 2.216 -4.079 -2.007
H -0.355 -4.316 -0.581
H -4.637 1.305 0.223
H -4.192 1.978 2.399
```

Kohn-Sham gap   6.7 eV
SMILES string   Cc1ccc2cc3c4c(ccc3c3c2c1C[C@@H]3O)[C@H](O)[C@H](O)C=C4
Molecular weight   318.37 g mol⁻¹
Lowest unoccupied orbital energy   -0.518 eV